# 1
A 2-piece molecular cluster, C4H9N2 overall, computed with ωB97M-V/def2-TZVPD.

Geometry (Å):
C: -1.33592 2.39222 -0.95412
N: -0.19594 2.01372 -0.54287
H: -2.21298 1.78338 -0.78005
H: -1.42629 3.32555 -1.49748
H: 0.53414 2.69918 -0.68691
H: -0.02786 1.01062 0.00806
C: 1.14045 -1.11723 -0.12785
C: 1.41920 -2.39234 0.06680
C: -0.68690 -0.83967 1.32729
N: 0.18538 -0.31000 0.57132
H: 1.60614 -0.54057 -0.90896
H: 0.98938 -3.06305 0.79913
H: 2.15927 -2.85253 -0.57517
H: -1.36035 -0.19224 1.87663
H: -0.78775 -1.91705 1.42419

Values from the calculation:
Multiplicity: 1
Net charge: +1
Gap between HOMO and LUMO (eV): 9.292
ΔE to the lowest compared entry with this formula, charge and spin (eV): 2.5920
HOMO energy (hartree): -0.505

Results of the Mulliken charge analysis, in e, for atoms 1 through 4: -0.0933 -0.1559 0.2564 0.2630



# 2
One molecule with the formula C4H8S2, computed with ωB97M-V/def2-TZVPD.

Geometry (Å):
C: -1.06803 -0.35527 -1.71419
C: -0.12244 -0.78614 -0.61760
C: -0.13556 -0.21512 0.68748
C: 1.15411 -0.46481 1.30843
H: -1.51537 2.02043 -0.99094
H: -1.54411 -1.38809 -2.21134
H: -0.50819 0.45240 -2.53254
H: 0.57044 -1.48873 -1.01181
H: -1.12286 0.42189 0.98647
H: 0.87460 -0.58348 2.41188
H: 1.58569 -1.42482 1.02634
H: 1.62612 2.09175 1.88508
S: -2.27076 0.87937 -0.77914
S: 2.47635 0.84061 1.55188

Values from the calculation:
Multiplicity: 1
Gap between HOMO and LUMO (eV): 9.221
ΔE to the lowest compared entry with this formula, charge and spin (eV): 4.3397
Structure (SMILES): SC/C=C/CS
HOMO energy (hartree): -0.320

Results of the Mulliken charge analysis, in e, for atoms 1 through 4: -0.4994 -0.3804 0.0749 -0.7599



# 3
An isolated ion of composition C5H13N2 and charge +1, computed with ωB97M-V/def2-TZVPD.

Geometry (Å):
C: -1.02419 -1.29554 -0.54386
C: -1.41933 0.14576 -0.48487
C: 2.06373 -1.11177 0.34700
C: 1.33413 1.37318 0.23843
C: 1.04653 0.00525 -0.21300
N: -0.27127 -0.34957 0.21045
N: -2.48814 0.69225 0.46091
H: -1.60030 -2.09256 0.08155
H: -0.87577 -1.92158 -1.47676
H: -1.43613 0.71644 -1.39502
H: 1.95858 -1.13030 1.39096
H: 1.90930 -2.10683 0.09196
H: 3.00111 -0.84159 -0.19368
H: 1.44307 1.55198 1.28616
H: 0.75120 2.14005 -0.25369
H: 2.37227 1.79510 0.05361
H: 1.13814 -0.04306 -1.36025
H: -3.37259 0.26837 0.16072
H: -2.55392 1.75448 0.26640
H: -1.97641 0.44995 1.33299

Values from the calculation:
Multiplicity: 1
Net charge: +1
Gap between HOMO and LUMO (eV): 10.395
ΔE to the lowest compared entry with this formula, charge and spin (eV): 3.9649
Structure (SMILES): CC(C)N1C[C@H]1[NH3+]
HOMO energy (hartree): -0.515

Results of the Mulliken charge analysis, in e, for atoms 1 through 4: -0.6577 -0.0602 -1.4689 -1.4992